1.
The following is a quantum chemistry calculation of a structure of composition C22H32BrN3OSY, from the OMol25 dataset.

Atoms and positions in Å:
Y  -2.4764  -0.2772  -1.3686
N  -4.0119  1.4000  -0.4003
N  -4.7150  1.1196  0.7802
C  -4.9473  -0.1516  1.1681
N  -5.6853  -0.3134  2.2645
S  -4.3677  -1.5171  0.3565
H  -3.3959  2.2021  -0.2424
H  -4.6582  1.7030  -1.1309
H  -5.1731  1.8911  1.2441
H  -6.0487  0.4574  2.8013
H  -5.8683  -1.2483  2.5876
C  5.1023  -2.4287  -0.0047
C  3.9270  -3.1758  0.6387
C  4.1726  -3.3227  2.1460
C  3.8548  -4.5750  0.0258
C  2.6430  -2.3815  0.4139
C  1.5567  -2.9065  -0.2734
C  0.4413  -2.1181  -0.4303
Br  -1.0726  -2.8166  -1.3857
C  0.3158  -0.8102  0.0534
O  -0.8214  -0.1711  -0.1951
C  1.4063  -0.2710  0.7642
C  2.5278  -1.0867  0.9058
C  1.4583  1.1228  1.4005
C  0.1795  1.9537  1.2500
C  2.6063  1.9190  0.7630
C  1.7232  0.9696  2.9064
H  6.0256  -2.9892  0.1468
H  5.2397  -1.4383  0.4292
H  4.9466  -2.3087  -1.0775
H  5.0864  -3.8926  2.3191
H  3.3456  -3.8475  2.6257
H  4.2869  -2.3550  2.6342
H  4.7918  -5.1006  0.2096
H  3.7074  -4.5359  -1.0545
H  3.0531  -5.1686  0.4675
H  1.5765  -3.9053  -0.6802
H  3.3733  -0.6808  1.4442
H  -0.0546  2.1502  0.2043
H  0.3295  2.9117  1.7519
H  -0.6754  1.4575  1.7101
H  2.4437  2.0419  -0.3089
H  3.5690  1.4289  0.9016
H  2.6684  2.9100  1.2160
H  0.9223  0.4037  3.3839
H  1.7750  1.9532  3.3763
H  2.6625  0.4566  3.1068
C  -1.8647  0.4147  -3.5708
C  -2.3402  1.7301  -3.1410
C  -1.5849  2.5828  -2.3144
C  -2.1234  3.7644  -1.8165
C  -3.4236  4.1394  -2.1267
C  -4.1900  3.3103  -2.9453
C  -3.6748  2.1171  -3.4150
H  -0.7875  0.3637  -3.7345
H  -2.4009  0.0128  -4.4292
H  -0.5536  2.3274  -2.0975
H  -1.5082  4.4089  -1.2018
H  -3.8214  5.0778  -1.7658
H  -5.1941  3.6032  -3.2258
H  -4.2792  1.4894  -4.0605

Summary:
gap between HOMO and LUMO = 7.69 eV
energy above the lowest of the compared OMol25 structures with the same formula, charge and spin = 0.0 kJ/mol
total charge = +1
LUMO energy = -2.810 eV



2.
The following is a quantum chemistry calculation of a cluster of 11 separate species, C22H32Cl20F5N4 in total, from the OMol25 dataset.

Atoms and positions in Å:
F  1.3888  -2.0722  0.0892
C  1.9186  -2.4995  -1.1521
F  0.8961  -3.0630  -1.9973
F  2.7851  -3.6128  -0.8479
C  2.7719  -1.3470  -1.9334
F  2.2421  -1.0666  -3.2456
F  4.0351  -2.0038  -2.2250
N  3.0886  -0.1707  -1.1220
C  2.2612  0.7977  -0.6592
N  2.8672  1.8218  0.1790
C  1.6853  2.6392  0.5082
N  0.5402  2.0186  -0.1633
N  0.8537  0.9022  -0.9146
C  -0.1373  0.1368  -1.7128
C  -1.6572  0.7635  -1.6728
C  -2.4612  -0.0197  -0.5352
C  -3.0709  -1.4237  -0.9630
C  -3.8460  -2.3745  -0.0039
C  -4.0470  -1.9283  1.4822
C  -3.4633  -0.5291  1.9254
C  -2.6663  0.4360  0.9414
H  4.0804  -0.0773  -0.8078
H  1.6904  3.5773  1.1970
H  -0.3611  2.4790  0.0012
H  -0.2814  -0.9607  -1.4016
H  0.1701  0.2496  -2.8284
H  -1.6694  1.9033  -1.5881
H  -2.1073  0.5113  -2.7103
H  -2.9177  -1.7743  -2.0505
H  -4.2038  -3.3742  -0.4335
H  -4.6101  -2.6236  2.2110
H  -3.6007  -0.2275  3.0225
H  -2.2438  1.4439  1.2949
C  5.1665  3.4954  -2.1549
Cl  6.2203  3.9808  -3.4861
Cl  4.3982  4.8949  -1.4040
H  4.3915  2.8333  -2.5416
H  5.7596  2.9715  -1.4058
C  4.0820  1.6077  -6.1801
Cl  3.3876  3.2278  -6.2602
Cl  3.2864  0.6387  -4.9321
H  3.9562  1.1186  -7.1455
H  5.1423  1.6878  -5.9425
C  3.4854  7.1408  1.8215
Cl  3.4243  5.3788  1.9716
Cl  1.8698  7.8145  1.5718
H  3.9071  7.5595  2.7341
H  4.1141  7.4030  0.9712
C  2.4341  -7.1715  -1.3983
Cl  3.2347  -7.7806  0.0546
Cl  1.5474  -8.4563  -2.2271
H  1.7349  -6.3856  -1.1140
H  3.1872  -6.7682  -2.0747
C  -5.3834  0.3968  -3.5215
Cl  -5.1285  -0.9456  -2.3928
Cl  -4.3149  1.7587  -3.1674
H  -5.1881  0.0490  -4.5353
H  -6.4164  0.7333  -3.4407
C  -7.4618  -4.2304  1.8529
Cl  -7.3204  -3.2631  0.3809
Cl  -5.8732  -4.5470  2.5653
H  -8.0721  -3.6891  2.5752
H  -7.9350  -5.1807  1.6083
C  -4.3665  -2.3705  5.2739
Cl  -3.3443  -1.8925  3.9074
Cl  -5.1378  -0.9633  6.0125
H  -5.1393  -3.0510  4.9168
H  -3.7513  -2.8711  6.0214
C  -8.7095  0.3041  4.1532
Cl  -8.2610  1.0508  5.6907
Cl  -7.7846  -1.1757  3.8670
H  -9.7708  0.0593  4.1746
H  -8.5093  1.0077  3.3461
C  7.3849  6.9956  2.2546
Cl  6.4163  6.9923  3.7334
Cl  6.3580  6.9632  0.8141
H  7.9952  7.8978  2.2336
H  8.0271  6.1157  2.2506
C  5.3865  -3.9073  1.2045
Cl  5.7753  -3.0557  2.7046
Cl  5.2498  -5.6479  1.4756
H  4.4384  -3.5334  0.8211
H  6.1768  -3.7227  0.4773

Summary:
gap between HOMO and LUMO = 6.91 eV
total charge = +1
LUMO energy = -3.551 eV



3.
The following is a quantum chemistry calculation of a structure of composition C22H32CuGe2N2SSe4, from the OMol25 dataset.

Atoms and positions in Å:
Cu  0.0723  1.0855  -1.2538
Se  -1.5012  1.5499  -3.0190
Se  -0.1933  3.2353  -3.9920
Se  -0.0295  4.7139  -2.1993
Se  0.8488  3.3338  -0.5301
C  2.1750  -2.9224  0.6025
C  1.5884  -1.9027  -0.3672
Ge  1.0070  -0.1946  0.4841
C  2.6565  0.6965  1.1551
C  3.0428  0.2621  2.5652
C  -0.0811  -0.6644  2.0337
C  -1.3560  -0.2632  1.9819
Ge  -1.7814  0.5944  0.2149
C  -2.5806  2.4016  0.3761
C  -3.8551  2.6086  1.1838
C  -2.8453  -0.7470  -0.8247
C  -4.2035  -1.2163  -0.3142
C  -2.3221  -0.5212  3.0789
C  -3.6719  -0.2257  2.9210
C  -4.5957  -0.4653  3.9266
C  -4.1859  -1.0039  5.1339
C  -2.8397  -1.2909  5.3209
C  -1.9255  -1.0490  4.3123
H  2.4183  -3.8655  0.1078
H  1.4783  -3.1491  1.4107
H  3.0932  -2.5520  1.0602
H  0.7176  -2.3205  -0.8787
H  2.3159  -1.6625  -1.1454
H  2.5018  1.7785  1.1307
H  3.4661  0.4828  0.4519
H  2.2389  0.4700  3.2710
H  3.9304  0.7921  2.9175
H  3.2541  -0.8065  2.6225
H  0.3042  -1.2263  2.8819
H  -2.7239  2.7242  -0.6575
H  -1.7740  3.0290  0.7625
H  -4.6841  2.0004  0.8181
H  -4.1722  3.6516  1.1149
H  -3.7178  2.3818  2.2412
H  -2.1788  -1.6068  -0.9392
H  -2.9714  -0.3239  -1.8218
H  -4.1234  -1.7629  0.6244
H  -4.6780  -1.8828  -1.0381
H  -4.8873  -0.3815  -0.1555
H  -4.0127  0.2025  1.9934
H  -5.6372  -0.2237  3.7619
H  -4.9010  -1.1897  5.9243
H  -2.4997  -1.7010  6.2635
H  -0.8820  -1.2691  4.4909
N  6.0140  -0.0958  -4.9250
C  4.7791  -0.5530  -5.2049
S  4.5112  -1.5163  -6.5147
C  3.7008  -0.1407  -4.2592
C  2.4282  -0.6986  -4.3691
C  1.4421  -0.3177  -3.4808
N  1.6513  0.5671  -2.5010
C  2.8590  1.1208  -2.3974
C  3.9007  0.7997  -3.2461
H  6.7629  -0.3338  -5.5540
H  6.2065  0.4895  -4.1349
H  2.2176  -1.4195  -5.1448
H  0.4350  -0.7100  -3.5515
H  2.9629  1.8770  -1.6253
H  4.8305  1.3272  -3.0953

Summary:
gap between HOMO and LUMO = 4.97 eV
energy above the lowest of the compared OMol25 structures with the same formula, charge and spin = 0.0 kJ/mol
total charge = -1
LUMO energy = 1.333 eV



4.
The following is a quantum chemistry calculation of a structure of composition C22H32FeN6OS, from the OMol25 dataset.

Atoms and positions in Å:
Fe  -0.3112  0.2304  1.3420
C  -0.3808  2.8229  2.4514
C  -1.7985  2.3467  2.6813
N  -2.0428  1.1834  1.7593
C  -2.9685  0.1792  2.3611
C  -2.1446  -0.7228  3.2406
C  -2.5532  -1.3871  4.3761
C  -1.6578  -2.2589  4.9925
C  -0.3939  -2.4659  4.4533
C  -0.0398  -1.7727  3.3115
C  1.2307  -1.9383  2.5223
N  1.5109  -0.6802  1.7701
C  2.3932  0.2657  2.5400
C  1.8831  1.6736  2.3149
N  0.4326  1.5956  2.5726
N  -0.9016  -0.9073  2.7578
H  -0.0670  3.5978  3.1511
H  -0.2633  3.2055  1.4364
H  -2.5322  3.1326  2.5069
H  -1.9321  1.9933  3.7053
H  -2.4677  1.5622  0.9170
H  -3.3778  -0.4276  1.5497
H  -3.8021  0.6483  2.8837
H  -3.5497  -1.2384  4.7698
H  -1.9524  -2.7851  5.8912
H  0.3015  -3.1587  4.9080
H  1.0781  -2.7387  1.7961
H  2.0772  -2.2257  3.1460
H  1.9934  -0.9299  0.9107
H  3.4320  0.1580  2.2311
H  2.3395  -0.0041  3.5962
H  2.0218  1.9682  1.2723
H  2.3739  2.4176  2.9434
H  0.2889  1.2098  3.5074
C  0.4555  -2.7184  -5.3870
C  1.0265  -3.0920  -4.0220
C  -0.0124  -3.0682  -2.9098
N  -0.5780  -1.7122  -2.7753
C  -0.8875  -1.0802  -1.6941
S  -0.7800  -1.7161  -0.1045
N  -1.3606  0.2565  -1.8540
C  -0.2909  1.1680  -1.5121
O  -0.0632  1.3092  -0.2886
C  0.4180  1.8187  -2.5567
C  -0.0805  1.7933  -3.8763
C  0.6126  2.4386  -4.8777
C  1.7940  3.1104  -4.5754
C  2.2920  3.1518  -3.2706
C  1.6082  2.5177  -2.2614
H  1.1774  -2.9311  -6.1726
H  0.2236  -1.6516  -5.4702
H  -0.4488  -3.2864  -5.6126
H  1.8572  -2.4327  -3.7569
H  1.4314  -4.1040  -4.0516
H  0.3974  -3.3497  -1.9415
H  -0.8469  -3.7352  -3.1365
H  -0.8018  -1.2349  -3.6448
H  -2.0929  0.4012  -1.1670
H  -1.0239  1.3115  -4.0923
H  0.2304  2.4382  -5.8890
H  2.3326  3.6206  -5.3638
H  3.2087  3.6839  -3.0580
H  1.9822  2.5436  -1.2471

Summary:
gap between HOMO and LUMO (spin up / spin down) = 8.02 / 7.73 eV
2S+1 = 2
energy above the lowest of the compared OMol25 structures with the same formula, charge and spin = 0.0 kJ/mol
⟨S²⟩ = 0.782
total charge = +3
LUMO energy (spin up / spin down) = -9.741 / -10.035 eV



5.
The following is a quantum chemistry calculation of an isolated molecule of C22H32N2O4, from the OMol25 dataset.

Atoms and positions in Å:
C  -3.8236  -2.2308  2.4662
O  -2.6596  -2.4869  1.7213
C  -1.4865  -1.8887  2.1037
C  -1.3518  -1.2144  3.3111
C  -0.1486  -0.6448  3.6864
C  0.9376  -0.7230  2.8407
C  0.8308  -1.3813  1.6257
C  2.0364  -1.4806  0.7245
N  1.7966  -1.0341  -0.6311
C  2.4007  0.0403  -1.1600
O  3.1184  0.7873  -0.5209
C  2.2080  0.2645  -2.6663
C  1.6389  -0.9118  -3.4541
C  0.1069  -0.9853  -3.3717
C  -0.6146  0.0701  -2.5427
O  -1.7308  -0.1571  -2.1055
N  -0.0062  1.2637  -2.4010
C  -0.7833  2.4102  -1.9701
C  -0.6375  2.8308  -0.5010
C  0.7421  3.3781  -0.1335
C  0.7148  3.9236  1.2926
C  0.3092  2.8246  2.2692
C  -1.0462  2.2385  1.8873
C  -1.0042  1.7024  0.4604
C  1.3266  1.4904  -2.9114
C  -0.3733  -1.9886  1.2471
O  -0.3146  -2.6796  0.0678
C  -1.4870  -3.0654  -0.6251
H  -4.6321  -2.7037  1.9101
H  -4.0213  -1.1577  2.5487
H  -3.7708  -2.6727  3.4670
H  -2.1937  -1.1405  3.9802
H  -0.0700  -0.1368  4.6350
H  1.8793  -0.2753  3.1180
H  2.8468  -0.8651  1.1206
H  2.3647  -2.5270  0.6826
H  1.0907  -1.5493  -1.1309
H  3.2118  0.4998  -3.0373
H  2.0888  -1.8449  -3.1105
H  1.9342  -0.7862  -4.4984
H  -0.2298  -1.9574  -3.0088
H  -0.3208  -0.8745  -4.3733
H  -1.8323  2.1489  -2.1402
H  -0.5206  3.2539  -2.6177
H  -1.3640  3.6431  -0.3638
H  1.4906  2.5865  -0.1842
H  1.0279  4.1754  -0.8256
H  1.7010  4.3099  1.5571
H  0.0020  4.7505  1.3551
H  0.2715  3.2230  3.2857
H  1.0577  2.0311  2.2442
H  -1.3093  1.4357  2.5772
H  -1.8133  3.0142  1.9613
H  -0.2577  0.9089  0.3952
H  -1.9688  1.2740  0.1833
H  1.2929  1.7026  -3.9910
H  1.7507  2.3568  -2.4036
H  -1.1282  -3.5868  -1.5140
H  -2.0708  -2.1912  -0.9233
H  -2.1039  -3.7464  -0.0406

Summary:
gap between HOMO and LUMO = 8.95 eV
energy above the lowest of the compared OMol25 structures with the same formula, charge and spin = 163.3 kJ/mol
structure (SMILES) = COc1cccc(CNC(=O)[C@H]2CCC(=O)N(CC3CCCCC3)C2)c1OC
total charge = 0
LUMO energy = 0.774 eV



6.
The following is a quantum chemistry calculation of an isolated molecule of C22H32N2O5, from the OMol25 dataset.

Atoms and positions in Å:
C  -5.1971  -5.8929  -4.4036
O  -3.7928  -5.7758  -4.4707
C  -3.2539  -4.7715  -3.6583
C  -3.5629  -3.3502  -4.1487
O  -4.2672  -3.1396  -5.1154
N  -3.0367  -2.3396  -3.4142
C  -2.0717  -2.4456  -2.3465
C  -0.6944  -1.9830  -2.8324
C  -0.7851  -0.5350  -3.3372
O  -1.1403  0.3506  -2.2880
C  -0.2108  0.7618  -1.3854
C  -0.6936  1.6108  -0.3858
C  0.1487  2.1012  0.5872
C  1.4985  1.7581  0.5881
C  2.4429  2.3673  1.5765
O  3.2684  3.1920  1.2207
N  2.3130  1.9809  2.8668
C  1.4202  0.9424  3.3276
C  2.1984  -0.1537  4.0553
C  2.9814  0.4582  5.2113
C  3.9181  1.5300  4.6643
C  3.1551  2.6005  3.8786
C  2.3439  3.5609  4.7850
O  2.7572  4.8988  4.6834
C  2.3701  5.5364  3.4865
C  1.9814  0.9334  -0.4159
C  1.1385  0.4241  -1.3893
C  -1.8808  -0.4257  -4.4023
C  -3.2047  -0.9729  -3.8706
H  -5.4556  -6.7465  -5.0263
H  -5.6935  -4.9982  -4.7849
H  -5.5228  -6.0797  -3.3714
H  -2.1727  -4.9367  -3.6815
H  -3.6186  -4.8788  -2.6220
H  -2.3952  -1.7855  -1.5328
H  -2.0170  -3.4625  -1.9638
H  -0.3538  -2.6211  -3.6491
H  0.0197  -2.0531  -2.0107
H  0.1736  -0.2267  -3.7778
H  -1.7388  1.8768  -0.4025
H  -0.2376  2.7638  1.3478
H  0.8893  0.5232  2.4720
H  0.6820  1.3726  4.0161
H  1.5007  -0.9105  4.4164
H  2.8890  -0.6297  3.3562
H  2.2865  0.8969  5.9304
H  3.5579  -0.3115  5.7270
H  4.4714  2.0117  5.4708
H  4.6410  1.0585  3.9944
H  3.8835  3.2118  3.3341
H  2.4861  3.3024  5.8369
H  1.2717  3.4859  4.5463
H  1.2766  5.5475  3.3886
H  2.7369  6.5580  3.5550
H  2.7992  5.0563  2.6015
H  3.0313  0.6823  -0.4365
H  1.5538  -0.2204  -2.1480
H  -1.5765  -0.9940  -5.2819
H  -2.0062  0.6193  -4.6849
H  -3.5440  -0.3600  -3.0308
H  -3.9617  -0.9738  -4.6555

Summary:
gap between HOMO and LUMO = 9.24 eV
energy above the lowest of the compared OMol25 structures with the same formula, charge and spin = 271.7 kJ/mol
structure (SMILES) = COCC(=O)N1CCC(Oc2ccc(C(=O)N3CCCC[C@@H]3COC)cc2)CC1
total charge = 0
LUMO energy = 0.485 eV



7.
The following is a quantum chemistry calculation of a structure of composition C22H32N3O3PtS5, from the OMol25 dataset.

Atoms and positions in Å:
Pt  -0.6745  0.5327  0.4950
C  -0.9840  2.0799  -2.3864
N  -1.7338  2.0422  -1.1194
C  -1.8716  3.3986  -0.5749
C  -2.9655  1.3280  -1.2871
C  -4.1711  1.9711  -1.4607
C  -5.3374  1.2434  -1.6747
C  -5.3065  -0.1488  -1.6720
C  -4.1225  -0.8141  -1.4714
C  -2.9121  -0.1006  -1.2859
N  -1.7250  -0.6731  -0.9696
C  -1.5271  -2.0435  -0.9651
C  -1.9562  -2.8759  -2.0104
C  -1.7820  -4.2423  -1.9391
C  -1.1698  -4.8075  -0.8277
C  -0.6846  -3.9908  0.1822
C  -0.8313  -2.6155  0.1128
N  -0.2469  -1.7557  1.1255
C  -0.8436  -1.9581  2.4601
C  1.2132  -1.9552  1.1777
H  -1.5450  2.6448  -3.1383
H  -0.8197  1.0714  -2.7598
H  -0.0233  2.5601  -2.2292
H  -2.3375  4.0763  -1.2972
H  -0.8776  3.7833  -0.3496
H  -2.4560  3.3818  0.3353
H  -4.2299  3.0491  -1.4310
H  -6.2676  1.7707  -1.8355
H  -6.2209  -0.7110  -1.8036
H  -4.1252  -1.8893  -1.3849
H  -2.3939  -2.4218  -2.8899
H  -2.1287  -4.8737  -2.7458
H  -1.0470  -5.8793  -0.7565
H  -0.1832  -4.4394  1.0303
H  -0.7723  -3.0068  2.7636
H  -1.8857  -1.6569  2.4616
H  -0.3044  -1.3506  3.1858
H  1.4665  -2.9124  1.6448
H  1.6628  -1.1547  1.7628
H  1.6108  -1.9434  0.1654
C  5.8204  0.0442  1.4419
C  5.2207  1.1949  2.2543
S  3.3953  1.2553  2.3748
C  2.9272  2.6250  1.2797
C  2.9086  2.3757  -0.2181
S  1.7840  1.0747  -0.8683
C  2.9471  -0.2197  -1.4581
C  3.8747  -0.8368  -0.4221
S  5.4716  0.0543  -0.3461
H  5.5349  -0.9257  1.8484
H  6.9062  0.1291  1.4932
H  5.5590  2.1559  1.8702
H  5.5633  1.0916  3.2851
H  3.5896  3.4642  1.4944
H  1.9315  2.8875  1.6217
H  3.8913  2.1220  -0.6054
H  2.5780  3.2975  -0.7022
H  3.5067  0.2457  -2.2697
H  2.2969  -0.9815  -1.8897
H  4.0804  -1.8792  -0.6700
H  3.4421  -0.7816  0.5666
O  -2.6593  0.3744  1.6393
S  -2.3640  1.3661  2.7139
O  -2.8885  2.6706  2.4215
O  -2.5319  0.8376  4.0296
S  -0.2757  1.6450  2.4776

Summary:
gap between HOMO and LUMO (spin up / spin down) = 8.81 / 5.56 eV
2S+1 = 5
energy above the lowest of the compared OMol25 structures with the same formula, charge and spin = 0.0 kJ/mol
⟨S²⟩ = 6.054
total charge = +1
LUMO energy (spin up / spin down) = -2.069 / -5.630 eV